# H2N2O4S

A single H2N2O4S molecule at a distorted geometry (ωB97M-V/def2-TZVPD, the OMol25 dataset).

## Properties
Molar mass   126.093 g mol⁻¹
Lowest unoccupied orbital energy   -0.594 eV
Energy above the lowest of the compared OMol25 structures with the same formula, charge and spin   4.259 eV
HOMO-LUMO gap   9.43 eV

Geometry as ORCA input:
```
! RIJCOSX wB97M-V def2-TZVPD def2/J DEFGRID3
* xyz 0 1
N -0.39118 -0.25436 -0.24209
N -2.71954 0.74310 0.08349
O -3.85518 1.00725 -0.18072
O -1.85356 1.48121 0.46473
O 0.18322 0.83192 -1.07247
O -1.91139 -1.83422 0.89146
S -2.02557 -1.00421 -0.23620
H -0.25561 1.55337 -0.77732
H 0.39868 -0.91559 -0.12351
*
```